a:
The following is a DFT calculation (wB97M-V/def2-TZVPD) of a 2-piece molecular cluster, C4H11S overall.

Structure (XYZ):
```
16
Properties=species:S:1:pos:R:3
S -1.06030 1.59476 0.35398
H -0.99449 2.94202 0.51841
C -1.07345 -1.68372 -0.98129
C 1.94339 0.21866 0.64781
C 1.23498 -0.52449 -0.46101
C 0.03704 -1.40430 0.06604
H -1.61704 -0.73784 -1.17764
H -1.70293 -2.48617 -0.67494
H -0.66562 -1.97760 -1.98584
H 2.86732 0.75195 0.31078
H 2.30229 -0.49118 1.41188
H 1.21488 0.96670 1.06944
H 1.88172 -1.16246 -1.03609
H 0.79829 0.26465 -1.11881
H 0.41518 -2.30196 0.46354
H -0.38643 -0.92122 0.92621
```

## Properties
**HOMO level**: -2.6 eV
**Frontier orbital gap**: 6.86 eV
**Charge**: -1
**Spin multiplicity**: 1

b:
The following is a DFT calculation (wB97M-V/def2-TZVPD) of a 2-piece molecular cluster, C4H11S overall.

Structure (XYZ):
```
16
Properties=species:S:1:pos:R:3
C -1.84402 0.24896 1.25592
C -1.77163 1.68044 1.92711
H -0.80188 -0.00910 1.04984
H -2.28720 -0.41426 2.02780
H -2.51512 0.22397 0.38652
H -1.74856 1.70601 3.00822
H -2.81756 2.15171 1.88090
H -0.93757 2.18772 1.50304
C 2.41009 -0.39318 -1.76262
C 1.26947 -1.45819 -1.55140
S 0.82138 -2.07554 0.08875
H 2.13905 0.20689 -2.58504
H 2.68781 0.16660 -0.85111
H 3.32850 -0.91912 -2.11248
H 0.48181 -0.96512 -2.10715
H 1.58544 -2.33779 -2.15829
```

## Properties
**HOMO level**: -2.2 eV
**Frontier orbital gap**: 6.07 eV
**Charge**: -1
**Spin multiplicity**: 1

Which structure wins on stability? a wins.

a:
The following is a DFT calculation (wB97M-V/def2-TZVPD) of an isolated ion of composition C4H7N2O and charge +1.

Structure (XYZ):
```
14
Properties=species:S:1:pos:R:3
C 1.42962 -0.21938 0.01325
C 0.15069 -1.05254 0.31023
C 1.26153 1.27456 -0.03617
C -2.10837 0.15312 -0.03982
N 0.05774 1.66520 -0.05251
N -1.08628 -0.74085 -0.48886
O 2.48060 -0.77119 -0.10063
H 0.43415 -2.09705 0.15257
H -0.07381 -0.91235 1.37313
H 2.16149 1.88613 -0.05922
H -2.10151 0.23884 1.05649
H -0.13094 2.66418 -0.08216
H -0.82912 -0.47566 -1.45588
H -1.64580 -1.61302 -0.59043
```

## Properties
**HOMO level (spin up / spin down)**: -14.6 / -14.6 eV
**Frontier orbital gap (spin up / spin down)**: 8.81 / 8.81 eV
**Charge**: +1
**Spin multiplicity**: 1

b:
The following is a DFT calculation (wB97M-V/def2-TZVPD) of a 2-piece molecular cluster, C4H7N2O overall.

Structure (XYZ):
```
14
Properties=species:S:1:pos:R:3
C -0.61288 1.81669 0.71822
C -0.64177 1.73734 -0.68047
C -0.01262 0.63606 1.18943
C 0.62642 -1.47478 0.12823
N -0.29731 0.43924 -0.92865
N 0.15746 -0.20742 0.18668
O 0.83277 -1.74586 -1.13302
H -0.84018 2.76683 1.24395
H -1.00500 2.24679 -1.50956
H 0.18959 0.19912 2.23462
H 1.33294 -1.64993 0.87320
H -1.02455 -2.40261 0.75882
H -0.33492 -0.06263 -1.74808
H 1.63005 -2.29885 -1.33338
```

## Properties
**HOMO level (spin up / spin down)**: -13.1 / -13.5 eV
**Frontier orbital gap (spin up / spin down)**: 8.22 / 8.51 eV
**Charge**: +1
**Spin multiplicity**: 1

c:
The following is a DFT calculation (wB97M-V/def2-TZVPD) of an isolated ion of composition C4H7N2O and charge +1.

Structure (XYZ):
```
14
Properties=species:S:1:pos:R:3
C -0.18546 -1.52822 0.39211
C -1.10194 -0.92184 -0.37972
N -1.79552 0.22939 0.03575
C -1.21764 1.35361 0.06190
N 0.19553 1.44720 0.08105
C 0.89825 0.39909 -0.41817
O 2.11841 -0.07388 -0.11720
H -0.04607 -1.32620 1.41865
H 0.34714 -2.34754 -0.12887
H -1.11304 -1.22393 -1.47516
H -1.93522 2.14699 0.22296
H 0.70188 1.76963 0.87065
H 0.84077 0.11316 -1.39408
H 2.29294 -0.03747 0.83011
```

## Properties
**SMILES**: C=C/N=C\[NH+]=C\O
**HOMO level**: -14.5 eV
**Frontier orbital gap**: 9.70 eV
**Charge**: +1
**Spin multiplicity**: 1

d:
The following is a DFT calculation (wB97M-V/def2-TZVPD) of C4H7N2O as an isolated structure.

Structure (XYZ):
```
14
Properties=species:S:1:pos:R:3
C 0.59533 0.72889 -0.23926
C 0.08485 -1.88336 0.29707
C -1.42693 0.27723 0.48269
C -0.60095 -0.77147 -0.33744
N -0.36371 1.28343 0.48149
N 1.76324 0.84808 -0.82106
O -0.03678 -2.24558 1.43660
H 0.64377 -2.48038 -0.49216
H -2.31657 0.83451 0.06678
H -1.55200 0.05222 1.52531
H -0.98596 -0.71563 -1.27653
H -0.37784 2.15701 1.07225
H 2.11944 0.32069 -1.59033
H 2.45411 1.59435 -0.60543
```

## Properties
**HOMO level**: -14.4 eV
**Frontier orbital gap**: 9.91 eV
**Charge**: +1
**Spin multiplicity**: 1

Which structure wins on stability? d wins.

a:
The following is a DFT calculation (wB97M-V/def2-TZVPD) of a 2-piece molecular cluster, C2HCl3S overall.

Structure (XYZ):
```
7
Properties=species:S:1:pos:R:3
C 1.39267 0.00063 0.05291
C 0.27642 0.61838 0.20778
S -2.00678 -1.77109 -0.36728
Cl 2.89783 0.84086 -0.39330
Cl -0.55699 1.99987 0.17501
Cl -3.54239 -0.63309 0.15479
H 1.53924 -1.05556 0.17009
```

## Properties
**HOMO level (spin up / spin down)**: -8.3 / -8.3 eV
**Frontier orbital gap (spin up / spin down)**: 5.15 / 5.13 eV
**Spin multiplicity**: 1

b:
The following is a DFT calculation (wB97M-V/def2-TZVPD) of C2HCl3S as an isolated structure.

Structure (XYZ):
```
7
Properties=species:S:1:pos:R:3
C 1.11895 -0.01390 -0.56572
C 0.04014 -0.32223 0.15408
S -1.61354 1.19961 -0.40889
Cl 2.76782 -0.58098 -0.24474
Cl -0.38910 -1.15259 1.52922
Cl -2.89034 0.22601 0.85598
H 0.96606 0.64408 -1.31992
```

## Properties
**HOMO level**: -9.2 eV
**Frontier orbital gap**: 8.24 eV
**Spin multiplicity**: 1

Which structure wins on stability? b wins.

a:
The following is a DFT calculation (wB97M-V/def2-TZVPD) of one molecule with the formula C15H21N3O4.

Structure (XYZ):
```
43
Properties=species:S:1:pos:R:3
C -2.18797 -3.15781 5.30759
C -1.02004 -4.05400 4.91275
C 0.29736 -3.29388 4.74933
C 0.29492 -2.22306 3.65732
C 0.06804 -2.78700 2.25626
C 0.21254 -1.70501 1.18530
C -0.02550 -2.27994 -0.20748
C 0.05207 -1.31483 -1.36629
O -0.19459 -1.62581 -2.51736
N 0.45659 -0.05459 -1.07814
N 0.50101 0.88276 -2.10482
C 0.56446 2.19822 -1.79833
O 0.65693 2.57205 -0.64132
C 0.53993 3.12728 -2.96179
C 0.94292 2.75099 -4.24255
C 0.90833 3.66945 -5.27297
C 0.46905 4.96376 -5.02023
N 0.42898 5.92045 -6.10224
O 0.79810 5.54728 -7.19428
O 0.02775 7.03517 -5.84990
C 0.07763 5.35694 -3.74621
C 0.12047 4.43524 -2.72059
H -3.06936 -3.75924 5.51838
H -1.94314 -2.58490 6.19946
H -2.43793 -2.46328 4.50980
H -0.87834 -4.80967 5.68917
H -1.26087 -4.58190 3.98855
H 1.08952 -4.01470 4.53149
H 0.54216 -2.81408 5.70010
H -0.46843 -1.47486 3.87616
H 1.26257 -1.71492 3.67855
H -0.93085 -3.22039 2.18976
H 0.79131 -3.58340 2.06667
H -0.51047 -0.91166 1.39132
H 1.21792 -1.28202 1.24865
H 0.69960 -3.07292 -0.41128
H -1.01301 -2.74656 -0.25722
H 0.56757 0.35772 -0.16090
H 0.24035 0.47458 -2.99618
H 1.30720 1.75418 -4.43639
H 1.21764 3.40472 -6.27263
H -0.24786 6.37260 -3.58160
H -0.16455 4.70706 -1.71594
```

## Properties
**SMILES**: CCCCCCCC(=O)NNC(=O)c1ccc([N+](=O)[O-])cc1
**HOMO level**: -9.4 eV
**Frontier orbital gap**: 8.41 eV
**Spin multiplicity**: 1

b:
The following is a DFT calculation (wB97M-V/def2-TZVPD) of one molecule with the formula C15H21N3O4.

Structure (XYZ):
```
43
Properties=species:S:1:pos:R:3
C -4.92934 -1.54678 1.63024
N -5.20061 -1.00395 0.32908
C -6.11967 -1.46623 -0.53441
C -6.09077 -0.70778 -1.68771
C -5.10382 0.25803 -1.51327
C -4.55693 0.06137 -0.24912
C -3.50501 0.79746 0.40499
O -3.10584 0.61522 1.54204
O -2.98442 1.74802 -0.40011
C -2.00003 2.60920 0.15325
C -0.58236 2.02776 0.06341
O 0.28077 2.56811 -0.59856
N -0.41647 0.90006 0.78888
C 0.72511 0.05499 0.88041
O 0.64376 -0.95775 1.53583
N 1.79739 0.48679 0.21086
C 3.04836 -0.24071 0.17238
C 4.17768 0.61726 0.74567
C 5.49911 -0.14411 0.69962
C 5.82660 -0.56145 -0.73067
C 4.70106 -1.41638 -1.30455
C 3.37795 -0.65775 -1.26230
H -3.89012 -1.87201 1.69905
H -5.09189 -0.79122 2.40008
H -5.58765 -2.39530 1.80797
H -6.74269 -2.30451 -0.28827
H -6.71319 -0.84378 -2.54921
H -4.80476 1.01970 -2.20425
H -2.03845 3.52689 -0.43626
H -2.23458 2.81578 1.20510
H -1.20993 0.56918 1.34090
H 1.71998 1.35300 -0.31208
H 2.90766 -1.13137 0.79381
H 3.93782 0.89463 1.77372
H 4.26088 1.53455 0.15765
H 6.29913 0.48256 1.09847
H 5.42453 -1.03374 1.32855
H 6.76408 -1.12047 -0.74918
H 5.95612 0.33019 -1.34829
H 4.93215 -1.69630 -2.33418
H 4.60902 -2.33417 -0.71989
H 2.57266 -1.28206 -1.65390
H 3.44674 0.23710 -1.88577
```

## Properties
**SMILES**: Cn1cccc1C(=O)OCC(=O)NC(=O)NC1CCCCC1
**HOMO level**: -9.0 eV
**Frontier orbital gap**: 9.65 eV
**Spin multiplicity**: 1

Which structure wins on stability? b wins.

a:
The following is a DFT calculation (wB97M-V/def2-TZVPD) of one molecule with the formula C5H6.

Structure (XYZ):
```
11
Properties=species:S:1:pos:R:3
C -0.29275 0.27548 1.23834
C -1.03251 0.64761 0.17914
C -0.35162 0.09197 -1.05398
C 0.89027 -0.58670 -0.51421
C 0.90056 -0.48881 0.79139
H -0.49368 0.51384 2.28273
H -1.84048 1.35361 0.25105
H -1.00837 -0.65136 -1.58574
H -0.14969 0.81899 -1.84933
H 1.65416 -1.09098 -1.11721
H 1.72410 -0.88366 1.37783
```

## Properties
**SMILES**: C1=CCC=C1
**HOMO level**: -8.7 eV
**Frontier orbital gap**: 9.94 eV
**Spin multiplicity**: 1

b:
The following is a DFT calculation (wB97M-V/def2-TZVPD) of one molecule with the formula C5H6.

Structure (XYZ):
```
11
Properties=species:S:1:pos:R:3
C 1.37207 -1.90350 0.10790
C 0.48763 -1.06474 0.09868
C -0.52734 -0.03366 0.31207
C -0.26080 1.50018 0.37554
C -0.83613 0.96788 -0.81849
H 2.15622 -2.60094 -0.05745
H -1.31273 -0.38453 0.93199
H -0.76892 2.03658 1.22755
H 0.76137 1.89300 0.17827
H -0.35643 1.04159 -1.78901
H -1.89203 1.21734 -0.94563
```

## Properties
**SMILES**: C#CC1CC1
**HOMO level**: -9.2 eV
**Frontier orbital gap**: 10.40 eV
**Spin multiplicity**: 1

Which structure wins on stability? a wins.

a:
The following is a DFT calculation (wB97M-V/def2-TZVPD) of one molecule with the formula C5H6.

Structure (XYZ):
```
11
Properties=species:S:1:pos:R:3
C -0.86869 -2.17219 0.70775
C -0.66746 -0.95739 0.29958
C -0.13616 0.14495 -0.05820
C 0.21541 1.03132 -1.15655
C 0.73673 1.27604 0.25529
H -1.86187 -2.54445 0.97361
H 0.16737 -2.21524 1.11301
H 0.87490 0.65074 -1.92798
H -0.59863 1.67157 -1.49270
H 1.78633 1.02490 0.43035
H 0.35207 2.08976 0.85582
```

## Properties
**SMILES**: C=C=C1CC1
**HOMO level**: -8.4 eV
**Frontier orbital gap**: 9.52 eV
**Spin multiplicity**: 1

b:
The following is a DFT calculation (wB97M-V/def2-TZVPD) of one molecule with the formula C5H6.

Structure (XYZ):
```
11
Properties=species:S:1:pos:R:3
C 1.47377 0.00886 -0.12189
C 0.25180 -0.07867 -0.31859
C 2.82083 0.15498 -0.05726
C -1.12998 -0.39367 0.01118
C -2.44741 0.40355 -0.09990
H 3.39804 0.90199 0.51640
H 3.62264 -0.37893 -0.58633
H -1.30412 -1.33073 -0.51454
H -1.05494 -0.38455 1.12766
H -2.38988 1.15161 0.72089
H -3.24076 -0.05445 -0.67763
```

## Properties
**HOMO level (spin up / spin down)**: -7.8 / -8.6 eV
**Frontier orbital gap (spin up / spin down)**: 7.85 / 8.11 eV
**Spin multiplicity**: 1

c:
The following is a DFT calculation (wB97M-V/def2-TZVPD) of one molecule with the formula C5H6.

Structure (XYZ):
```
11
Properties=species:S:1:pos:R:3
C -2.75431 -0.37286 -0.07770
C -1.69958 0.19826 -0.00261
C -0.28613 0.78550 0.13115
C 0.77247 -0.38560 0.24015
C 2.07939 -0.23028 -0.15737
H -3.63241 -0.99031 -0.33146
H 0.05056 1.30414 -0.71968
H -0.04604 1.49550 0.96055
H 0.31477 -1.40841 0.65642
H 2.74095 -1.07507 -0.06967
H 2.46034 0.67913 -0.62977
```

## Properties
**SMILES**: C#CCC=C
**HOMO level**: -9.7 eV
**Frontier orbital gap**: 10.85 eV
**Spin multiplicity**: 1

Which structure wins on stability? c wins.